1.
CH13NO6 | wB97M-V/def2-TZVPD

```
21
Properties=species:S:1:pos:R:3:forces:R:3:nbo_charge:R:1
N -0.149 1.993 -0.768 0.2 0.0 0.1 -0.81
C 0.990 1.288 -0.791 1.1 0.8 -0.8 0.52
O 1.304 0.501 -1.676 -0.4 -0.2 -0.1 -0.68
H -0.542 2.373 0.084 0.1 0.3 -0.1 0.43
H -0.722 1.992 -1.595 -0.2 -0.4 0.1 0.40
H 1.796 1.574 -0.099 -0.6 -0.1 0.7 0.13
O 0.337 -3.130 -0.385 -0.2 0.0 0.0 -0.99
H 1.000 -2.791 -1.014 0.2 -0.1 0.0 0.51
H 0.810 -3.388 0.410 0.1 0.0 -0.1 0.47
O -1.525 3.130 1.626 0.2 -0.2 -0.1 -0.96
H -1.133 2.481 2.223 -0.2 0.0 0.2 0.49
H -1.780 3.878 2.173 0.0 0.0 0.0 0.49
O 2.000 -2.096 -2.510 0.3 -0.7 0.4 -0.97
H 2.312 -1.210 -2.278 -0.6 0.1 -0.2 0.51
H 1.220 -2.042 -3.068 0.1 0.5 -0.1 0.48
O -0.981 -0.654 0.092 0.0 -0.6 -0.2 -0.99
H -0.946 -1.626 0.081 -0.1 0.0 0.1 0.50
H -0.307 -0.489 -0.580 -0.1 0.3 0.0 0.48
O -1.283 -0.276 2.893 -0.1 0.4 0.1 -0.98
H -1.095 -1.143 3.258 0.0 -0.1 -0.1 0.47
H -1.307 -0.365 1.925 0.2 -0.2 0.0 0.50
```
Positions in Å, forces in eV/Å.

The SMILES is NC=O.O.O.O.O.O. Its spin multiplicity is 1. The energy above the lowest of the compared OMol25 structures with the same formula, charge and spin is 0.5924 eV. As for the HOMO energy: -10.63 eV. For the total energy, the calculation gives -552.1163 a.u. Its HOMO-LUMO gap is 11.21 eV. Its total charge is 0.

---

2.
C33H40IrN2O5P2S | wB97M-V/def2-TZVPD

```
84
Properties=species:S:1:pos:R:3:forces:R:3:mulliken_charge:R:1
Ir -0.931 0.403 -0.018 -0.1 1.2 -0.1 2.68
O -1.606 2.821 -1.806 -0.3 0.3 -1.1 -0.30
C -1.306 2.768 -0.705 0.7 -1.6 0.9 -0.23
C -1.207 3.587 0.467 -0.3 1.0 0.1 1.05
C -1.792 4.854 0.359 0.0 0.0 0.1 -0.93
C -1.844 5.662 1.483 0.0 0.0 0.0 -0.81
C -1.320 5.204 2.682 0.1 -0.1 0.0 -0.72
C -0.708 3.950 2.767 0.1 0.2 0.2 -0.66
C -0.631 3.144 1.654 -0.1 -0.4 -0.1 -0.29
P 0.213 1.528 1.555 0.0 0.5 0.4 2.26
C 1.863 1.975 0.977 0.1 -0.3 0.0 0.39
C 2.729 0.926 0.655 0.1 0.1 0.0 -0.51
C 4.027 1.199 0.255 0.0 0.0 0.0 -0.65
C 4.464 2.515 0.162 0.0 0.0 0.0 -0.66
C 3.607 3.557 0.481 0.0 0.0 0.0 -0.85
C 2.308 3.292 0.895 0.0 0.0 0.0 -0.63
C 0.413 1.015 3.271 -0.1 -0.2 -0.1 0.13
C 1.575 1.299 3.985 0.0 0.0 0.0 -0.50
C 1.673 0.925 5.319 0.0 0.0 0.0 -0.73
C 0.616 0.278 5.941 0.0 0.0 0.0 -0.66
C -0.548 -0.002 5.235 0.0 0.0 0.0 -0.72
C -0.646 0.361 3.901 0.0 0.0 0.0 -0.20
H -2.220 5.177 -0.581 0.0 0.0 0.0 0.55
H -2.308 6.637 1.428 0.0 0.0 0.0 0.45
H -1.377 5.830 3.563 0.0 0.0 0.0 0.49
H -0.279 3.615 3.702 0.0 0.0 0.0 0.55
H 2.383 -0.098 0.704 0.0 0.0 0.0 0.32
H 4.699 0.385 0.014 0.0 0.0 0.0 0.48
H 5.476 2.727 -0.154 0.0 0.0 0.0 0.42
H 3.949 4.581 0.415 0.0 0.0 0.0 0.45
H 1.660 4.119 1.158 0.0 0.0 0.0 0.43
H 2.406 1.798 3.503 0.0 0.0 0.0 0.48
H 2.579 1.138 5.870 0.0 0.0 0.0 0.46
H 0.697 -0.010 6.981 0.0 0.0 0.0 0.42
H -1.372 -0.501 5.726 0.0 0.0 0.0 0.46
H -1.549 0.147 3.344 0.0 0.0 0.0 0.34
C -5.271 -3.293 2.625 0.0 0.0 0.0 -1.46
C -4.042 -2.611 2.133 -0.1 -0.1 0.1 0.76
C -2.810 -3.201 2.028 0.0 0.0 0.0 -1.15
C -1.728 -2.463 1.532 0.2 0.1 0.0 1.03
N -1.904 -1.187 1.179 -0.2 0.0 -0.3 0.00
C -3.111 -0.603 1.281 0.1 0.1 0.1 -0.10
S -3.109 1.017 0.792 0.0 -0.3 -0.1 -0.46
N -4.159 -1.308 1.758 0.0 -0.1 0.0 0.11
C -0.357 -3.010 1.383 0.0 0.0 0.0 -0.90
H -5.049 -4.310 2.933 0.0 0.0 0.0 0.38
H -6.024 -3.326 1.835 0.0 0.0 0.0 0.38
H -5.695 -2.754 3.474 0.0 0.0 0.0 0.39
H -2.679 -4.228 2.333 0.0 0.0 0.0 0.47
H -5.066 -0.857 1.804 0.0 0.0 0.0 0.34
H -0.278 -4.028 1.755 0.0 0.0 0.0 0.50
H 0.352 -2.363 1.904 0.0 0.0 0.0 0.19
H -0.086 -2.975 0.326 0.0 0.0 -0.1 -0.12
C 1.524 -3.684 -2.362 0.0 0.0 0.0 -1.30
C 0.105 -3.573 -2.887 0.0 0.1 0.0 1.58
C -0.760 -4.727 -2.421 0.0 0.0 0.0 -1.62
C 0.046 -3.439 -4.396 0.0 0.0 0.0 -1.51
O -0.555 -2.372 -2.275 0.2 -0.1 0.1 0.13
P -0.054 -0.903 -2.173 -0.9 0.5 -0.5 -1.06
O -1.315 0.014 -2.071 0.8 -0.9 0.0 -0.81
O 0.675 -0.601 -0.837 -0.1 0.0 0.3 -0.76
O 0.893 -0.712 -3.373 -0.2 0.1 -0.1 0.91
C 1.483 0.493 -4.037 0.1 0.0 0.0 1.73
C 0.678 0.692 -5.303 0.0 0.0 0.0 -1.71
C 2.917 0.090 -4.313 0.0 0.0 0.0 -1.73
C 1.405 1.694 -3.119 0.1 0.0 0.0 -1.52
H 1.982 -4.595 -2.748 0.0 0.0 0.0 0.51
H 1.536 -3.735 -1.272 0.0 0.0 0.0 0.26
H 2.135 -2.842 -2.687 0.0 0.0 0.0 0.17
H -0.373 -5.660 -2.828 0.0 0.0 0.0 0.43
H -1.786 -4.599 -2.765 0.0 0.0 0.0 0.38
H -0.755 -4.807 -1.334 0.0 0.0 0.1 0.32
H 0.370 -4.380 -4.842 0.0 0.0 0.0 0.53
H 0.698 -2.648 -4.757 0.0 0.0 0.0 0.15
H -0.976 -3.244 -4.721 0.0 0.0 0.0 0.35
H 0.744 -0.186 -5.945 0.0 0.0 0.0 0.38
H 1.067 1.549 -5.853 0.0 0.0 0.0 0.45
H -0.369 0.882 -5.064 0.0 0.0 0.0 0.36
H 2.951 -0.820 -4.911 0.0 0.0 0.0 0.35
H 3.454 -0.075 -3.378 0.0 0.0 0.0 0.34
H 3.420 0.882 -4.867 0.0 0.0 0.0 0.50
H 0.370 1.989 -2.976 -0.1 0.1 0.1 0.25
H 1.935 2.524 -3.587 0.0 0.0 0.0 0.61
H 1.883 1.490 -2.159 0.0 0.0 0.0 0.21
```
Positions in Å, forces in eV/Å.

Its spin multiplicity is 2. The energy above the lowest of the compared OMol25 structures with the same formula, charge and spin is 0.0000 eV. As for the HOMO energy (spin up / spin down): -13.84 / -14.19 eV. For the total energy, the calculation gives -2952.1218 a.u. Its HOMO-LUMO gap (spin up / spin down) is 7.64 / 7.25 eV. Its total charge is +2.

---

3.
C25H53EuIN4OPS | wB97M-V/def2-TZVPD

```
87
Properties=species:S:1:pos:R:3:forces:R:3:mulliken_charge:R:1
Eu -0.731 0.886 0.084 0.4 0.1 1.0 0.16
C -0.284 3.414 -0.691 0.5 0.6 0.1 0.87
C 0.992 2.854 -0.398 0.1 0.8 0.2 1.27
C 1.101 2.755 1.020 0.2 0.4 -0.3 0.73
C -0.097 3.269 1.585 0.1 0.2 -0.1 0.98
C -0.929 3.705 0.530 0.1 0.0 -0.3 0.05
C -2.145 4.577 0.655 0.2 -0.2 -0.1 -1.82
C -0.383 3.553 3.039 0.0 -0.1 -0.4 -1.99
C 2.383 2.462 1.759 -0.3 -0.1 -0.2 -2.09
C 2.134 2.867 -1.384 -0.3 -0.1 0.1 -1.95
C -0.747 3.878 -2.047 0.0 -0.1 0.2 -1.77
H -2.897 4.335 -0.095 -0.1 0.0 0.1 0.34
H -1.855 5.622 0.508 0.0 0.2 0.0 0.37
H -2.610 4.491 1.634 -0.1 -0.1 0.0 0.41
H 0.336 3.065 3.701 0.0 -0.1 0.1 0.33
H -1.394 3.244 3.324 0.0 0.0 0.0 0.32
H -0.320 4.629 3.224 0.0 0.1 0.2 0.43
H 2.723 1.429 1.637 0.0 -0.1 0.0 0.09
H 2.273 2.660 2.825 0.0 0.0 0.1 0.54
H 3.183 3.115 1.402 0.1 0.0 0.0 0.46
H 3.049 2.482 -0.936 0.1 -0.1 0.0 0.50
H 2.327 3.898 -1.699 0.1 0.0 0.0 0.35
H 1.918 2.292 -2.288 0.1 0.0 0.0 0.10
H -1.810 3.676 -2.210 0.0 0.0 0.0 0.31
H -0.186 3.393 -2.847 0.0 0.0 0.0 0.38
H -0.604 4.958 -2.149 0.0 0.1 -0.1 0.35
C 0.660 -3.428 1.322 -0.2 0.3 0.0 -0.95
N 1.764 -3.059 0.472 0.0 -0.4 0.0 0.72
C 2.800 -4.053 0.322 0.0 0.1 0.1 -1.31
C 1.921 -1.772 0.051 -0.2 0.7 0.6 0.04
O 1.398 -0.809 0.630 0.6 -0.5 -0.1 0.14
N 2.809 -1.615 -0.983 0.1 0.1 -0.3 0.23
C 2.791 -2.463 -2.156 0.0 0.0 0.0 -1.21
C 3.320 -0.291 -1.247 -0.1 0.1 0.1 -0.41
H 0.390 -4.465 1.125 0.0 -0.1 0.0 0.47
H -0.201 -2.783 1.045 0.1 -0.1 0.1 -0.41
H 0.918 -3.332 2.389 0.1 0.0 0.2 0.29
H 3.002 -4.499 1.301 0.0 -0.1 0.0 0.41
H 3.712 -3.588 -0.040 0.1 -0.1 0.0 0.35
H 2.507 -4.852 -0.363 0.0 -0.1 0.0 0.32
H 2.070 -3.266 -2.038 0.0 -0.1 0.0 0.37
H 3.783 -2.883 -2.351 0.0 -0.1 0.0 0.28
H 2.492 -1.869 -3.024 0.0 0.0 0.0 0.35
H 3.306 0.283 -0.325 0.0 0.1 -0.1 0.03
H 2.717 0.229 -1.997 0.0 0.0 0.1 -0.02
H 4.345 -0.374 -1.614 0.1 0.0 0.0 0.32
I -3.590 1.465 1.042 -1.1 0.3 0.4 -0.57
S -1.574 -1.558 -0.089 -1.0 -1.8 0.3 -0.57
N -0.744 -1.558 5.073 0.0 -0.4 0.4 0.02
C 0.228 -0.440 4.931 0.7 0.5 -0.4 -1.03
C 0.382 -0.134 3.434 -0.2 0.1 0.1 0.78
N -0.885 0.189 2.816 -0.1 0.1 0.4 0.76
C -1.867 -0.865 3.023 0.0 0.1 0.1 -0.46
C -2.069 -1.167 4.501 -0.6 0.1 -0.6 -1.10
H -0.835 -1.846 6.054 0.1 0.0 -0.4 0.37
H -0.400 -2.348 4.508 -0.1 0.1 0.3 0.34
H 1.183 -0.725 5.374 -0.1 -0.2 0.1 0.43
H -0.168 0.426 5.467 -0.1 -0.2 0.0 0.41
H 0.800 -0.998 2.908 0.1 0.0 0.0 -0.42
H 1.079 0.693 3.297 0.0 0.0 0.1 -0.54
H -1.249 1.072 3.183 0.0 -0.1 -0.4 0.03
H -1.561 -1.751 2.453 0.0 0.0 0.0 0.17
H -2.817 -0.553 2.582 0.1 0.0 0.0 0.09
H -2.775 -1.986 4.625 0.1 -0.1 0.2 0.44
H -2.433 -0.290 5.040 0.1 0.0 0.1 0.39
C -0.396 -0.107 -5.318 0.1 0.1 0.2 -1.56
C -0.136 0.255 -3.859 0.0 0.0 0.1 -0.42
P -0.887 -0.664 -2.256 0.1 0.3 -1.5 1.60
C -2.647 -0.145 -2.705 0.2 0.1 0.3 -0.26
C -3.763 -1.110 -2.328 0.0 0.2 0.1 -1.30
C -0.776 -2.320 -3.117 0.1 0.1 0.3 -0.88
C -1.026 -3.586 -2.317 -0.1 -0.1 -0.2 -1.45
H 0.057 0.632 -5.983 0.0 0.0 -0.2 0.46
H -1.462 -0.138 -5.537 -0.2 -0.1 -0.1 0.29
H 0.027 -1.080 -5.565 0.0 -0.1 -0.1 0.25
H -0.438 1.303 -3.699 0.1 -0.1 0.1 0.09
H 0.955 0.231 -3.695 -0.1 0.0 0.1 -0.07
H -2.662 0.021 -3.787 0.0 0.1 0.1 0.37
H -2.824 0.832 -2.215 0.0 -0.3 -0.2 0.00
H -3.639 -2.058 -2.847 0.0 -0.2 -0.1 0.25
H -4.729 -0.688 -2.600 -0.2 0.0 -0.1 0.42
H -3.757 -1.298 -1.255 0.0 0.0 0.0 0.23
H 0.228 -2.351 -3.553 -0.1 0.0 -0.1 0.30
H -1.492 -2.253 -3.943 0.1 -0.1 -0.1 0.54
H -0.274 -3.718 -1.542 0.0 0.0 0.2 0.03
H -0.997 -4.452 -2.978 0.1 -0.2 -0.2 0.46
H -1.994 -3.551 -1.820 0.1 0.0 0.1 0.36
```
Positions in Å, forces in eV/Å.

Its spin multiplicity is 8. As for the HOMO energy (spin up / spin down): -1.53 / -1.75 eV. For the total energy, the calculation gives -3026.1960 a.u. Its HOMO-LUMO gap (spin up / spin down) is 2.61 / 2.82 eV. Its total charge is -1.

---

4.
C12H9O2P | wB97M-V/def2-TZVPD

```
24
Properties=species:S:1:pos:R:3:forces:R:3:nbo_charge:R:1
C -0.495 -2.652 1.164 0.1 0.2 1.8 -0.24
C -1.604 -2.804 0.290 2.8 1.9 -0.5 -0.08
C 0.419 -1.678 0.891 -1.6 -0.8 -1.7 -0.10
C -1.692 -2.070 -0.861 0.0 -1.1 0.6 -0.29
C 0.411 -0.914 -0.294 -1.7 0.9 -2.4 -0.21
C -0.750 -1.148 -1.225 1.2 2.2 0.3 0.49
C 0.511 2.890 0.404 -2.3 -2.4 -0.2 -0.20
C 1.720 2.327 0.401 0.1 2.7 1.0 -0.22
C -0.822 2.094 0.306 1.2 -1.3 -1.2 0.39
C -1.415 2.043 -0.989 0.1 -0.5 -0.9 -0.73
C 2.108 0.880 0.389 -1.4 0.3 -3.8 -0.51
C 1.179 0.208 -0.583 -0.8 -1.1 1.1 0.16
O -1.207 1.406 1.245 -0.2 0.3 0.8 -0.62
O -1.043 -0.338 -2.239 1.7 -2.5 0.5 -0.75
P -1.743 1.229 -2.359 -0.4 2.4 1.5 0.86
H -0.367 -3.073 2.211 -0.7 0.0 -1.7 0.24
H -2.447 -3.338 0.422 -2.3 -2.3 1.3 0.22
H 1.143 -1.485 1.572 2.2 0.5 2.1 0.20
H -2.555 -2.242 -1.442 -0.8 0.2 -0.8 0.23
H 0.212 3.905 0.515 1.0 1.1 0.0 0.23
H 2.412 3.168 0.553 0.8 -1.1 -0.2 0.22
H 3.058 0.624 -0.065 0.8 0.6 0.3 0.25
H 1.952 0.333 1.233 0.2 -0.8 3.0 0.23
H 1.014 0.632 -1.540 0.1 0.5 -0.8 0.23
```
Positions in Å, forces in eV/Å.

Its spin multiplicity is 1. The energy above the lowest of the compared OMol25 structures with the same formula, charge and spin is 4.5696 eV. As for the HOMO energy (spin up / spin down): -7.65 / -7.65 eV. For the total energy, the calculation gives -954.3000 a.u. Its HOMO-LUMO gap (spin up / spin down) is 5.58 / 5.58 eV. Its total charge is 0.

---

| no. | largest force on an atom (eV/Å) |
| --- | --- |
| 1 | 1.56 |
| 2 | 1.95 |
| 3 | 2.05 |
| 4 | 4.08 |